Entry 1:
118
Properties=species:S:1:pos:R:3:mulliken_charge:R:1 method="wB97M-V/def2-TZVPD" mol_weight_g_mol=944.82 e_tot_ev=-88758.381 charge=-1
Na 0.12976 -0.25867 0.39698 1.19
C 3.60447 -1.47515 -3.94038 -1.41
C 3.35882 -0.95687 -2.55779 0.86
C 4.27976 -0.72392 -1.56619 -1.74
C 3.52881 -0.25268 -0.46931 0.09
N 2.23556 -0.21089 -0.77627 0.33
N 2.13897 -0.63157 -2.06606 0.67
B 0.82785 -0.65910 -2.90082 -1.47
N -0.10271 -1.82690 -2.46714 0.13
N -0.37426 -2.09372 -1.15985 1.17
C -0.95382 -3.29401 -1.14018 0.15
C -1.10912 -3.78389 -2.45083 -1.61
C -0.54815 -2.82813 -3.26386 0.48
C -0.45955 -2.84617 -4.75647 -1.55
C -1.31030 -4.01872 0.10050 0.50
C -1.56392 -3.35626 1.29289 0.54
C -1.86746 -4.05764 2.45118 -0.49
C -1.93020 -5.44399 2.42900 -0.88
C -1.68366 -6.12180 1.23880 -0.72
C -1.37199 -5.41397 0.08713 -0.49
N 0.14749 0.73630 -2.93993 1.20
N -0.00244 1.54110 -1.85380 0.02
C -0.40249 2.71396 -2.32752 0.29
C -0.50861 2.68161 -3.73077 -1.60
C -0.15561 1.40428 -4.08219 0.77
C -0.11152 0.81798 -5.45640 -1.35
C -0.72200 3.87558 -1.47220 -0.02
C -1.16555 3.71985 -0.16093 1.10
C -1.58073 4.81481 0.58271 -0.66
C -1.51803 6.09560 0.04591 -0.59
C -1.03501 6.26680 -1.24432 -0.66
C -0.65080 5.16451 -1.99739 -0.80
C 4.07846 0.16636 0.84214 0.45
C 3.29589 0.26912 1.99009 0.47
C 3.85242 0.62957 3.20881 -0.23
C 5.20904 0.90494 3.30673 -0.87
C 6.00095 0.82105 2.16817 -0.75
C 5.43958 0.45688 0.95208 -0.71
H 4.66402 -1.70800 -4.04482 0.39
H 3.33669 -0.74094 -4.70293 0.18
H 3.03050 -2.38229 -4.14074 0.20
H 5.34265 -0.89647 -1.62992 0.44
H 1.15524 -0.89443 -4.02866 -0.39
H -1.57122 -4.70651 -2.76598 0.53
H -0.73659 -3.83856 -5.11140 0.47
H 0.54310 -2.61329 -5.11683 0.25
H -1.14800 -2.12790 -5.20612 0.10
H -1.51355 -2.27936 1.31765 -0.08
H -2.05039 -3.50715 3.36904 0.44
H -2.16159 -5.99587 3.33338 0.39
H -1.72555 -7.20444 1.21053 0.37
H -1.15613 -5.94957 -0.82999 0.39
H -0.85300 3.46042 -4.39384 0.44
H -0.40934 1.58436 -6.17160 0.42
H -0.79583 -0.02450 -5.55889 0.05
H 0.88703 0.46620 -5.72128 0.17
H -1.18269 2.72093 0.25325 -0.16
H -1.97527 4.67341 1.58296 0.60
H -1.84377 6.95025 0.62790 0.42
H -0.96281 7.26116 -1.66901 0.35
H -0.28481 5.30538 -3.00746 0.41
H 2.24241 0.03865 1.94133 0.00
H 3.21891 0.67115 4.08665 0.69
H 5.64462 1.17762 4.25986 0.42
H 7.06121 1.03842 2.22602 0.37
H 6.06669 0.41169 0.06959 0.36
C -5.47237 1.14824 2.38763 -0.48
C -4.94779 0.30991 3.47551 -0.78
C -3.68577 -0.13727 3.43547 -0.84
C -2.82741 0.13055 2.29780 -0.73
C -3.45763 0.67233 1.01744 1.76
C -4.78342 1.36133 1.26805 -0.80
N -1.53670 -0.07302 2.30890 1.67
N -1.03589 -0.55328 3.45478 -1.07
C 0.17390 -1.17922 3.38813 -0.18
C 0.87639 -1.33909 4.61729 -0.67
C 2.00283 -2.11748 4.66737 -0.50
C 2.47072 -2.74546 3.50440 -0.93
C 1.77660 -2.50375 2.34279 -0.59
N 0.67864 -1.73783 2.25440 0.59
H -6.43898 1.62426 2.51474 0.41
H -5.58085 0.09796 4.32898 0.42
H -3.24846 -0.68023 4.26256 0.43
H -2.76340 1.38507 0.58315 -1.35
H -5.17291 1.98892 0.47292 0.44
H 0.47433 -0.84714 5.49410 0.50
H 2.53381 -2.24339 5.60471 0.35
H 3.34303 -3.38383 3.50942 0.45
H 2.10927 -2.94492 1.40459 0.31
C 0.81996 5.12421 3.49609 -1.74
C 0.47702 3.69846 3.94120 1.89
C 1.62132 3.13234 4.77582 -1.66
C -0.80701 3.69865 4.76208 -1.79
N 0.21502 2.77823 2.82177 0.64
N 1.13325 2.75295 1.74645 -0.35
H 0.82932 5.79702 4.35950 0.49
H 0.08480 5.49778 2.77731 0.21
H 1.80810 5.17291 3.02943 0.37
H 1.77512 3.73097 5.67924 0.52
H 2.55613 3.13156 4.20836 0.36
H 1.39014 2.10258 5.06230 0.16
H -0.65766 4.21036 5.71513 0.47
H -1.12452 2.66963 4.95489 0.30
H -1.61291 4.21079 4.22390 0.38
H -0.70310 2.95288 2.43857 -0.32
H 1.97539 2.28739 2.05628 -0.04
H 1.38255 3.67537 1.39890 0.20
F -4.49588 -2.03921 1.44691 -0.48
C -4.12450 -1.69394 0.21244 0.80
C -3.66410 -0.41385 -0.05823 -0.01
C -3.47809 -0.11528 -1.39761 0.85
F -3.18094 1.13862 -1.75453 -0.54
C -3.61824 -1.04880 -2.40599 0.19
F -3.40951 -0.71771 -3.68324 -0.49
C -4.00764 -2.33212 -2.08661 0.92
F -4.16670 -3.24343 -3.04760 -0.46
C -4.28339 -2.64884 -0.77369 0.14
F -4.73030 -3.86831 -0.46741 -0.47

Entry 2:
117
Properties=species:S:1:pos:R:3:mulliken_spin:R:1 method="wB97M-V/def2-TZVPD" mol_weight_g_mol=1122.69 e_tot_ev=-104573.037 spin_multiplicity=2 charge=+3
W -0.35308 -0.24166 0.08189 0.95
C -0.71827 -2.43705 3.80068 0.01
C -0.53519 -2.39501 2.43296 0.01
N -0.28559 -1.13178 2.04169 -0.02
N -0.31468 -0.35569 3.15835 0.02
C -0.56186 -1.12483 4.22265 0.00
B 0.05125 1.16299 3.09387 0.02
N 1.31683 1.24077 2.21383 0.01
C 2.50505 1.75263 2.53346 0.00
C 3.38890 1.53230 1.49073 0.01
C 2.64441 0.86397 0.54800 0.00
N 1.37691 0.68339 0.96910 -0.03
N -1.07387 1.86700 2.27835 0.01
C -2.00194 2.78253 2.57222 0.01
C -2.75404 3.05641 1.44117 0.01
C -2.21995 2.24371 0.46170 0.02
N -1.20300 1.52262 0.96648 -0.03
N 0.33881 1.69047 4.45899 0.00
C -0.03994 2.76655 5.21442 0.00
C 0.62972 2.70928 6.40120 0.00
C 1.42716 1.54999 6.30176 0.00
N 1.26072 0.94292 5.14592 0.00
H -0.91011 -3.30210 4.41102 0.00
H -0.54937 -3.20414 1.72176 0.00
H -0.58407 -0.70083 5.21191 0.00
H 2.65596 2.22027 3.49168 0.00
H 4.42443 1.81702 1.43535 0.00
H 2.95853 0.51451 -0.41609 0.00
H -2.09816 3.18952 3.56153 0.00
H -3.56746 3.75455 1.34821 0.00
H -2.50729 2.14782 -0.57269 0.00
H -0.71879 3.52463 4.87049 0.00
H 0.56537 3.40432 7.21990 0.00
H 2.11365 1.14362 7.02767 0.00
C -1.32830 -7.28058 -4.31877 0.00
C -1.45089 -5.83767 -3.93717 0.00
C -2.67932 -5.29304 -3.56334 0.00
C -2.80255 -3.95062 -3.25425 0.00
C -1.67184 -3.13790 -3.28584 0.00
C -0.43770 -3.65794 -3.67352 0.00
C -0.33680 -4.99501 -3.99231 0.00
S -1.83595 -1.42290 -3.02792 0.01
O -0.74086 -0.73021 -3.62251 0.00
O -3.18591 -1.03908 -3.28667 0.00
N -1.62528 -1.09057 -1.33006 0.01
C -2.79086 -1.24561 -0.52792 -0.01
C -4.08199 -1.68786 -0.73454 -0.02
C -4.93490 -1.65004 0.36546 0.00
C -4.50606 -1.17971 1.60118 0.00
C -3.20371 -0.74453 1.71881 0.01
N -2.39495 -0.79873 0.65959 -0.02
H -2.19340 -7.85764 -3.99958 0.00
H -0.42904 -7.72481 -3.89157 0.00
H -1.24661 -7.37234 -5.40384 0.00
H -3.55954 -5.92293 -3.54999 0.00
H -3.77766 -3.53880 -3.04988 0.00
H 0.43034 -3.02100 -3.75046 0.00
H 0.61819 -5.39618 -4.30804 0.00
H -4.43761 -2.00183 -1.69797 0.00
H -5.95711 -1.98481 0.24502 0.00
H -5.17105 -1.14388 2.45144 0.00
H -2.79316 -0.35572 2.64084 0.00
C 2.04219 -0.87687 -3.21195 0.02
C 2.64593 -1.49739 -1.96123 -0.01
P 1.63829 -1.92625 -0.47113 0.05
C 1.02953 -3.62840 -0.69615 -0.06
C -0.29239 -4.00419 -0.46703 0.02
C -0.67079 -5.33754 -0.51831 0.00
C 0.26791 -6.31196 -0.81832 0.00
C 1.58526 -5.94934 -1.06889 0.00
C 1.96738 -4.62016 -0.99779 0.00
C 2.97000 -2.07906 0.78371 0.00
C 2.78218 -1.84586 2.14673 0.01
C 3.81961 -2.01672 3.04869 0.00
C 5.06734 -2.43342 2.61152 0.00
C 5.27133 -2.66987 1.26087 0.00
C 4.23813 -2.48992 0.35439 0.00
C 1.63371 0.60023 -3.19913 -0.01
P 0.55300 1.37415 -1.90927 -0.01
C -0.72026 2.28906 -2.83640 -0.04
C -0.26416 3.37607 -3.59033 0.00
C -1.14466 4.08955 -4.38632 0.00
C -2.48808 3.74139 -4.43000 0.00
C -2.94903 2.67307 -3.67578 0.00
C -2.06706 1.95085 -2.88684 0.01
C 1.51828 2.77800 -1.24041 0.00
C 2.85093 3.03651 -1.56089 0.00
C 3.49558 4.15965 -1.06199 0.00
C 2.82643 5.03410 -0.22130 0.00
C 1.49524 4.79471 0.09665 0.00
C 0.84537 3.68619 -0.41854 0.00
H 1.21775 -1.47451 -3.57035 -0.01
H 2.81689 -0.95421 -3.97875 0.00
H 3.48688 -0.90277 -1.60206 0.00
H 3.07551 -2.45909 -2.25224 0.00
H -1.04813 -3.26188 -0.25405 0.03
H -1.70080 -5.61177 -0.33099 0.00
H -0.02246 -7.35380 -0.85240 0.00
H 2.32342 -6.70531 -1.30062 0.00
H 3.00879 -4.37334 -1.15547 0.00
H 1.84021 -1.50243 2.52926 0.00
H 3.64593 -1.81690 4.09782 0.00
H 5.87656 -2.57016 3.31602 0.00
H 6.23945 -2.99399 0.90355 0.00
H 4.45415 -2.68083 -0.68676 0.00
H 1.08416 0.79620 -4.11954 0.00
H 2.52428 1.22194 -3.24688 0.00
H 0.77670 3.67249 -3.56248 0.00
H -0.77862 4.92214 -4.97162 0.00
H -3.17254 4.30159 -5.05252 0.00
H -3.99190 2.38770 -3.71136 0.00
H -2.45196 1.11112 -2.33120 0.02
H 3.42714 2.37910 -2.19630 0.00
H 4.52428 4.34911 -1.33818 0.00
H 3.32967 5.91015 0.16523 0.00
H 0.95301 5.49227 0.72147 0.00
H -0.20759 3.55722 -0.20952 0.00